*1*
DFT (the ωB97M-V functional and the def2-TZVPD basis) results for a molecular structure, C25H22IrN4O6S.

Geometry as ORCA input:
```
! RIJCOSX wB97M-V def2-TZVPD def2/J DEFGRID3
* xyz 0 2
Ir -0.8113 0.1400 0.1238
O 4.0647 2.1638 -0.6433
C 3.2743 3.1837 -1.0243
C 3.8995 4.3766 -1.3855
C 3.1538 5.4634 -1.7961
C 1.7645 5.3870 -1.8526
C 1.1411 4.2108 -1.4865
C 1.8725 3.0969 -1.0697
C 1.1468 1.8770 -0.6783
O -0.1647 1.9270 -0.6465
N 1.8449 0.7990 -0.3820
N 1.0408 -0.2457 -0.0360
C 1.4081 -1.4866 0.2962
C 0.3767 -2.3557 0.6927
C 0.5562 -3.7180 1.0417
C -0.5182 -4.4846 1.3799
C -1.8130 -3.9193 1.3886
C -1.9494 -2.5956 1.0654
N -0.9096 -1.8213 0.7223
H 3.4878 1.3898 -0.4598
H 4.9796 4.4182 -1.3358
H 3.6592 6.3799 -2.0745
H 1.1800 6.2382 -2.1747
H 0.0630 4.1269 -1.5029
H 2.4490 -1.7716 0.2568
H 1.5573 -4.1287 1.0282
H -0.3783 -5.5247 1.6443
H -2.6838 -4.4970 1.6604
H -2.9074 -2.0948 1.0941
O -1.1205 -0.4933 -1.8191
N -2.2410 -0.0246 -2.3611
C -2.8450 -0.8247 -3.2596
C -3.9979 -0.4181 -3.8871
C -4.5471 0.8187 -3.5805
C -3.9062 1.6197 -2.6541
C -2.7388 1.1884 -2.0558
H -2.3468 -1.7695 -3.4115
H -4.4617 -1.0811 -4.6028
H -5.4590 1.1492 -4.0577
H -4.2871 2.5929 -2.3814
H -2.1754 1.7894 -1.3542
C -2.1443 3.8233 7.7006
C -2.1314 3.1795 6.3417
C -1.8813 3.9303 5.1971
C -1.8862 3.3421 3.9423
C -2.1476 1.9853 3.8354
C -2.3953 1.2124 4.9611
C -2.3866 1.8159 6.2061
S -2.1260 1.2279 2.2551
O -2.5321 2.1997 1.2572
O -2.9399 0.0335 2.2873
O -0.6589 0.8683 2.0504
H -1.7103 4.8217 7.6693
H -1.5818 3.2287 8.4212
H -3.1654 3.9135 8.0767
H -1.6782 4.9905 5.2880
H -1.6948 3.9248 3.0510
H -2.5990 0.1557 4.8518
H -2.5808 1.2191 7.0895
*
```

Summary:
- HOMO (spin up / spin down) (eV) = -5.64 / -7.63
- lowest unoccupied orbital energy (spin up / spin down) (hartree) = -0.02065 / -0.02068
- frontier orbital gap (spin up / spin down) (eV) = 5.08 / 7.07

*2*
DFT (the ωB97M-V functional and the def2-TZVPD basis) results for a molecular structure, C25H22IrN4O6S.

Geometry as ORCA input:
```
! RIJCOSX wB97M-V def2-TZVPD def2/J DEFGRID3
* xyz 0 2
Ir -0.6221 0.7351 0.3816
O 4.8914 -0.6255 -0.3378
C 4.4655 -0.4164 -1.5956
C 5.4080 -0.4313 -2.6253
C 5.0243 -0.2456 -3.9395
C 3.6858 -0.0332 -4.2512
C 2.7481 0.0205 -3.2440
C 3.1140 -0.1665 -1.9069
C 2.0807 -0.0228 -0.8844
O 0.9890 0.5701 -1.1808
N 2.3095 -0.4891 0.3462
N 1.3177 -0.2808 1.1824
C 1.3304 -0.6949 2.4543
C 0.2312 -0.3646 3.2399
C 0.0919 -0.7338 4.6062
C -1.0326 -0.3782 5.2928
C -2.0369 0.3551 4.6374
C -1.8466 0.6921 3.3108
N -0.7699 0.3556 2.6243
H 4.1161 -0.6241 0.2634
H 6.4440 -0.6008 -2.3707
H 5.7681 -0.2550 -4.7253
H 3.3835 0.0988 -5.2782
H 1.7051 0.1985 -3.4570
H 2.1654 -1.2637 2.8458
H 0.8879 -1.2849 5.0806
H -1.1549 -0.6381 6.3326
H -2.9337 0.6527 5.1541
H -2.6061 1.2379 2.7680
O -0.4815 2.9930 0.4317
N -0.9852 3.3953 -0.6905
C -0.2096 3.4189 -1.7889
C -0.6947 3.8672 -2.9916
C -2.0156 4.2869 -3.0841
C -2.8103 4.2238 -1.9468
C -2.2731 3.7768 -0.7608
H 0.7796 3.0129 -1.6526
H -0.0423 3.8672 -3.8496
H -2.4196 4.6283 -4.0240
H -3.8523 4.5045 -1.9796
H -2.8486 3.6565 0.1444
C -0.5781 -4.7841 1.4921
C -1.1784 -3.5325 0.9309
C -0.7341 -3.0148 -0.2811
C -1.2728 -1.8429 -0.7908
C -2.2753 -1.1841 -0.0860
C -2.7373 -1.7030 1.1157
C -2.1873 -2.8653 1.6209
S -2.9570 0.3778 -0.7009
O -1.9263 0.8725 -1.6268
O -4.2523 0.1783 -1.2828
O -2.9646 1.2109 0.5215
H -0.0222 -5.3238 0.7287
H -1.3530 -5.4373 1.8877
H 0.1002 -4.5393 2.3104
H 0.0421 -3.5338 -0.8292
H -0.9499 -1.4419 -1.7414
H -3.5127 -1.1725 1.6426
H -2.5425 -3.2625 2.5575
*
```

Summary:
- HOMO (spin up / spin down) (eV) = -7.25 / -7.34
- lowest unoccupied orbital energy (spin up / spin down) (hartree) = -0.03749 / -0.03755
- frontier orbital gap (spin up / spin down) (eV) = 6.23 / 6.32

What is the stability order? It is *1*, *2*, from most stable to least stable.